i) 14
Properties=species:S:1:pos:R:3:lowdin_charge:R:1 method="wB97M-V/def2-TZVPD" charge=0 molar_mass_g_mol=84.1 homo_energy_ev=-9.46
C 1.62 0.25 -0.81 -0.146
N 1.78 0.10 0.63 -0.008
C 0.65 -0.55 -0.04 -0.290
C -0.57 0.19 0.41 -0.310
C -1.86 0.20 -0.34 -0.138
N -1.71 -0.59 0.89 0.013
H 2.34 -0.25 -1.46 0.101
H 1.31 1.24 -1.14 0.106
H 2.54 -0.50 0.93 0.091
H 0.61 -1.64 -0.16 0.146
H -0.07 0.99 0.99 0.147
H -1.97 -0.41 -1.24 0.101
H -2.50 1.08 -0.32 0.099
H -2.18 -0.12 1.66 0.089

***

ii) 14
Properties=species:S:1:pos:R:3:lowdin_charge:R:1 method="wB97M-V/def2-TZVPD" charge=0 molar_mass_g_mol=84.1 homo_energy_ev="-7.81 / -6.57"
C -0.26 1.29 0.56 -0.040
N -0.36 0.02 -0.13 -0.224
C -1.55 -0.79 0.09 -0.040
C 0.68 -0.47 -0.75 -0.094
C 2.11 -0.17 -0.44 -0.370
N 2.54 0.73 0.32 0.054
H -1.07 1.37 1.30 0.088
H -0.32 2.12 -0.15 0.100
H 0.76 1.34 1.00 0.058
H -1.52 -1.19 1.12 0.099
H -1.56 -1.63 -0.60 0.087
H -2.46 -0.20 -0.03 0.091
H 0.49 -1.41 -1.28 0.104
H 2.68 -1.04 -0.83 0.088

***

i) is favored, and the nearest alternative lies 95.8 kJ/mol above it.

***

i) 14
Properties=species:S:1:pos:R:3:lowdin_charge:R:1 method="wB97M-V/def2-TZVPD" charge=0 molar_mass_g_mol=84.1 homo_energy_ev="-7.49 / -7.49"
C 0.89 0.69 0.91 -0.041
N 0.42 -0.08 -0.23 -0.241
C 0.36 0.58 -1.52 -0.049
C -0.31 -1.18 0.02 -0.092
C -1.32 -1.12 1.13 -0.447
N -1.60 -0.82 2.25 0.071
H 1.38 1.60 0.55 0.088
H 1.60 0.10 1.49 0.099
H 0.05 0.95 1.58 0.082
H -0.35 1.41 -1.48 0.100
H 0.02 -0.13 -2.28 0.088
H 1.35 0.97 -1.80 0.089
H -0.48 -1.88 -0.79 0.107
H -2.01 -1.09 0.15 0.146

***

ii) 14
Properties=species:S:1:pos:R:3:lowdin_charge:R:1 method="wB97M-V/def2-TZVPD" charge=0 molar_mass_g_mol=84.1 homo_energy_ev=-8.82
H 0.89 0.73 2.33 0.055
N -0.03 0.89 1.94 0.126
C -0.18 0.58 0.74 -0.415
C -1.51 0.72 0.06 -0.058
C 1.12 0.43 -0.35 -0.120
N 0.94 -0.92 -0.01 -0.111
C 0.57 -1.82 -0.83 -0.049
H -1.64 -0.01 -0.73 0.066
H -2.31 0.60 0.78 0.078
H -1.58 1.71 -0.38 0.083
H 1.96 0.87 0.19 0.101
H 0.96 0.69 -1.40 0.106
H 0.35 -2.81 -0.45 0.065
H 0.47 -1.64 -1.90 0.074

***

iii) 14
Properties=species:S:1:pos:R:3:lowdin_charge:R:1 method="wB97M-V/def2-TZVPD" charge=0 molar_mass_g_mol=84.1 homo_energy_ev=-8.39
C 1.59 0.48 -0.04 -0.220
N 1.55 -0.99 0.24 -0.025
C 0.66 -1.07 -0.88 -0.179
C 0.62 0.23 -1.17 -0.105
C -2.20 0.13 0.51 -0.135
N -1.24 0.33 1.31 0.026
H 2.58 0.76 -0.38 0.103
H 1.30 1.10 0.81 0.090
H 1.06 -1.18 1.11 0.088
H 0.30 -1.98 -1.34 0.097
H 0.20 0.84 -1.96 0.083
H -2.38 -0.88 0.14 0.061
H -2.86 0.91 0.11 0.068
H -1.16 1.32 1.53 0.047

***

ii) is favored, and the nearest alternative lies 47.6 kJ/mol above it.

***

i) 14
Properties=species:S:1:pos:R:3:lowdin_charge:R:1 method="wB97M-V/def2-TZVPD" charge=0 molar_mass_g_mol=84.1 homo_energy_ev=-9.23
C 1.93 -0.05 -0.08 -0.151
N 1.22 -1.26 0.32 0.021
C 0.64 -0.41 -0.70 -0.305
C -0.57 0.44 -0.43 -0.292
C -1.82 -0.10 0.15 -0.142
N -0.89 0.67 0.97 0.018
H 2.86 -0.20 -0.62 0.095
H 1.91 0.80 0.60 0.104
H 0.75 -1.09 1.21 0.082
H 0.64 -0.86 -1.70 0.133
H -0.70 1.25 -1.15 0.139
H -1.92 -1.15 0.41 0.104
H -2.74 0.39 -0.16 0.101
H -1.31 1.57 1.17 0.092

***

ii) 14
Properties=species:S:1:pos:R:3:lowdin_charge:R:1 method="wB97M-V/def2-TZVPD" charge=0 molar_mass_g_mol=84.1 homo_energy_ev="-7.73 / -7.73"
C -0.85 1.43 -0.21 -0.019
N -0.05 0.31 0.28 -0.288
C -0.63 -0.51 1.12 -0.002
C 1.19 0.19 -0.27 -0.185
C 2.02 -0.86 0.16 -0.284
N 2.68 -1.75 0.52 0.129
H -1.85 1.08 -0.47 0.097
H -0.39 1.85 -1.10 0.090
H -0.91 2.19 0.57 0.102
H -0.08 -1.37 1.49 0.076
H -0.79 -1.76 -1.07 0.052
H -1.64 -0.29 1.44 0.079
H 1.51 0.92 -0.99 0.098
H -0.22 -1.53 -1.50 0.054

***

iii) 14
Properties=species:S:1:pos:R:3:lowdin_charge:R:1 method="wB97M-V/def2-TZVPD" charge=0 molar_mass_g_mol=84.1 homo_energy_ev=-10.33
C -1.81 0.17 0.07 -0.107
C -0.56 -0.63 -0.31 -0.232
C 0.70 -0.02 0.26 -0.472
N 1.86 -0.82 0.07 0.056
C 1.10 2.35 0.19 0.035
N 0.84 1.34 -0.39 -0.032
H -1.71 1.22 -0.22 0.064
H -1.98 0.14 1.16 0.077
H -2.69 -0.25 -0.42 0.071
H -0.63 -1.66 0.04 0.114
H -0.44 -0.65 -1.40 0.114
H 0.59 0.15 1.34 0.140
H 2.07 -0.92 -0.92 0.086
H 2.67 -0.41 0.53 0.086

***

iii) is favored, and the nearest alternative lies 71.1 kJ/mol above it.

***

i) 14
Properties=species:S:1:pos:R:3:lowdin_charge:R:1 method="wB97M-V/def2-TZVPD" charge=0 molar_mass_g_mol=84.1 homo_energy_ev="-7.18 / -7.09"
C -0.81 -1.66 0.66 -0.163
N -1.63 -0.48 0.89 0.019
C -1.00 -0.68 -0.43 -0.317
C 0.06 0.21 -0.92 -0.127
C 1.46 1.80 -0.11 -0.038
N 1.20 0.49 -0.24 -0.118
H -1.36 -2.59 0.63 0.096
H 0.17 -1.73 1.14 0.096
H -1.10 0.21 1.42 0.085
H -1.74 -0.90 -1.20 0.126
H -0.15 0.89 -1.74 0.095
H 0.62 2.45 0.06 0.049
H 2.45 2.21 -0.26 0.046
H 1.83 -0.24 0.09 0.150

***

ii) 14
Properties=species:S:1:pos:R:3:lowdin_charge:R:1 method="wB97M-V/def2-TZVPD" charge=0 molar_mass_g_mol=84.1 homo_energy_ev=-8.02
C -0.74 0.42 -2.20 -0.096
N 0.31 0.18 -1.46 -0.025
N 0.15 -0.11 -0.18 -0.248
C 1.26 -0.24 0.81 -0.135
C 0.13 -0.17 1.99 -0.112
C -0.94 -0.13 0.76 -0.172
H -1.83 0.55 -1.85 0.064
H -0.55 0.72 -3.29 0.065
H 1.91 0.62 1.00 0.093
H 1.78 -1.21 0.61 0.110
H 0.43 0.86 2.57 0.129
H 0.10 -1.07 2.73 0.107
H -1.65 0.77 0.76 0.113
H -1.65 -1.00 0.78 0.105

***

ii) is favored, and the nearest alternative lies 53.2 kJ/mol above it.

***

i) 14
Properties=species:S:1:pos:R:3:lowdin_charge:R:1 method="wB97M-V/def2-TZVPD" charge=0 molar_mass_g_mol=84.1 homo_energy_ev=-9.72
C -1.18 -1.46 0.50 -0.127
N -0.31 -0.32 0.79 -0.103
C 0.08 0.47 -0.37 -0.417
C 0.82 1.73 0.12 -0.047
C 0.84 -0.35 -1.35 -0.186
N 1.36 -1.08 -2.09 0.144
H -2.12 -1.10 0.06 0.082
H -1.43 -1.96 1.44 0.080
H -0.75 -2.20 -0.18 0.076
H 0.52 -0.65 1.26 0.114
H -0.84 0.77 -0.89 0.144
H 1.46 2.18 -0.65 0.081
H 0.07 2.46 0.43 0.080
H 1.45 1.47 0.98 0.080

***

ii) 14
Properties=species:S:1:pos:R:3:lowdin_charge:R:1 method="wB97M-V/def2-TZVPD" charge=0 molar_mass_g_mol=84.1 homo_energy_ev=-9.34
C -1.13 -0.78 -0.66 -0.054
C -0.16 0.22 -0.08 -0.436
C -0.31 0.68 1.35 -0.036
N 0.42 1.08 -0.92 0.131
C 1.62 -1.29 -0.05 -0.270
N 2.76 -1.55 0.01 -0.093
H -0.47 -1.59 -0.95 0.047
H -1.67 -0.39 -1.54 0.091
H -1.84 -1.14 0.09 0.087
H -0.87 1.63 1.38 0.102
H 0.68 0.84 1.78 0.088
H -0.85 -0.05 1.95 0.087
H 1.19 1.62 -0.53 0.128
H 0.62 0.71 -1.84 0.127

***

iii) 14
Properties=species:S:1:pos:R:3:lowdin_charge:R:1 method="wB97M-V/def2-TZVPD" charge=0 molar_mass_g_mol=84.1 homo_energy_ev="-7.95 / -6.64"
C -0.71 -1.25 -0.05 -0.046
N 0.32 -0.24 -0.12 -0.232
C 1.56 -0.47 0.62 -0.042
C 0.03 0.96 -0.58 -0.099
C -1.32 1.60 -0.55 -0.359
N -2.36 1.08 -0.11 0.064
H -0.37 -2.08 0.57 0.088
H -0.95 -1.61 -1.05 0.099
H -1.63 -0.74 0.33 0.059
H 1.32 -0.47 1.69 0.099
H 2.26 0.34 0.42 0.086
H 2.01 -1.42 0.35 0.090
H 0.88 1.64 -0.64 0.103
H -1.16 2.69 -0.75 0.088

***

i) is favored, and the nearest alternative lies 160.1 kJ/mol above it.

***

i) 14
Properties=species:S:1:pos:R:3:lowdin_charge:R:1 method="wB97M-V/def2-TZVPD" charge=0 molar_mass_g_mol=84.1 homo_energy_ev=-8.75
H -1.41 1.74 0.27 0.029
N -1.73 0.92 -0.23 0.112
C -0.82 0.02 -0.27 -0.494
C -1.14 -1.38 -0.75 -0.035
N 0.47 0.20 0.10 -0.110
C 1.62 -0.50 0.45 -0.123
C 1.44 0.96 0.64 -0.135
H -1.32 -1.98 0.24 0.110
H -2.07 -1.35 -1.31 0.061
H -0.19 -1.88 -1.24 0.107
H 1.68 -1.07 1.35 0.094
H 2.20 -0.93 -0.40 0.125
H 1.98 1.65 -0.11 0.137
H 1.33 1.35 1.68 0.122

***

ii) 14
Properties=species:S:1:pos:R:3:lowdin_charge:R:1 method="wB97M-V/def2-TZVPD" charge=0 molar_mass_g_mol=84.1 homo_energy_ev=-8.90
C -2.71 -0.30 -0.34 0.000
C -1.62 0.42 0.04 -0.192
C -0.39 -0.28 0.40 -0.292
N 0.75 0.26 -0.28 -0.111
N 1.88 -0.55 -0.13 -0.071
C 3.02 0.03 -0.13 -0.081
H -2.68 -1.42 -0.42 0.067
H -3.69 0.16 -0.59 0.056
H -1.76 1.47 0.20 0.093
H -0.54 -1.36 0.17 0.125
H -0.28 -0.14 1.48 0.113
H 0.96 1.28 0.09 0.165
H 3.91 -0.64 -0.12 0.070
H 3.14 1.08 -0.38 0.058

***

iii) 14
Properties=species:S:1:pos:R:3:lowdin_charge:R:1 method="wB97M-V/def2-TZVPD" charge=0 molar_mass_g_mol=84.1 homo_energy_ev="-7.02 / -7.02"
C -0.78 -1.76 -0.08 0.128
N -1.31 0.44 -0.73 0.025
C -0.05 0.74 -0.46 -0.617
C 0.80 0.03 1.64 0.048
C 0.83 1.67 -0.92 0.029
N 0.44 -0.25 0.46 -0.030
H -1.60 0.74 -1.66 0.044
H -0.16 -2.40 0.53 0.032
H -0.69 -1.96 -1.14 0.050
H -1.78 -1.60 0.29 0.040
H 1.09 -0.77 2.31 0.083
H 0.82 1.06 2.01 0.097
H 0.54 2.38 -1.68 0.041
H 1.85 1.69 -0.56 0.032

***

iv) 14
Properties=species:S:1:pos:R:3:lowdin_charge:R:1 method="wB97M-V/def2-TZVPD" charge=0 molar_mass_g_mol=84.1 homo_energy_ev=-8.46
C -0.70 -1.01 2.46 0.013
C -0.21 -0.32 0.10 -0.272
C -0.39 -0.05 1.55 -0.216
C 1.21 0.17 -0.26 -0.073
N 0.25 0.85 -2.47 0.008
N 1.26 0.55 -1.49 -0.145
H -0.53 -0.83 3.55 0.075
H -0.62 -1.94 2.18 -0.016
H -0.26 -1.37 -0.16 0.111
H -1.01 0.32 -0.45 0.115
H -0.40 1.05 1.66 0.106
H -0.30 0.12 -2.83 0.053
H -0.49 1.46 -2.04 0.091
H 2.18 1.01 -1.82 0.151

***

i) is favored, and the nearest alternative lies 40.7 kJ/mol above it.